*1*
Formula: C3H5NS3
Source: the OMol25 dataset
Level of theory: the ωB97M-V functional and the def2-TZVPD basis

Highest occupied orbital energy in eV: -8.791
Kohn-Sham gap in eV: 7.6
E_LUMO in Eh: -0.044

Structure (ORCA input):
```
! RIJCOSX wB97M-V def2-TZVPD def2/J DEFGRID3
* xyz 0 1
C 0.27 0.28 -0.70
C 0.29 1.76 -0.09
C -1.12 -1.75 -0.23
H -0.06 -0.88 2.66
H 1.44 0.11 -1.24
H -0.62 0.49 -1.52
H -0.70 1.98 0.20
H -1.04 -2.74 0.26
N -0.09 -0.85 0.17
S 1.19 -1.22 1.34
S 1.55 2.65 0.14
S -2.43 -1.11 -1.19
*
```

***

*2*
Formula: C3H5NS3
Source: the OMol25 dataset
Level of theory: the ωB97M-V functional and the def2-TZVPD basis

Highest occupied orbital energy in eV: -8.703
Kohn-Sham gap in eV: 8.4
E_LUMO in Eh: -0.010

Structure (ORCA input):
```
! RIJCOSX wB97M-V def2-TZVPD def2/J DEFGRID3
* xyz 0 1
C -2.26 2.06 0.04
C -0.36 -0.44 0.54
C 2.44 -0.64 -0.61
N -2.10 1.73 1.18
S -2.39 2.74 -1.38
S -0.92 -2.04 0.13
S 1.08 0.19 0.44
H 3.42 -0.16 -0.53
H 2.21 -0.83 -1.60
H 2.58 -1.62 -0.20
H -2.29 -1.99 0.39
H -1.42 1.00 1.61
*
```

***

It is *2* that is the most stable of them.

***

*1*
Formula: C22H32N4O3S
Source: the OMol25 dataset
Level of theory: the ωB97M-V functional and the def2-TZVPD basis

Highest occupied orbital energy in eV: -7.556
SMILES string: CCOc1ccc2nc(N3CCC[C@H](C(=O)NCCCN4CCOCC4)C3)sc2c1
Kohn-Sham gap in eV: 8.2
E_LUMO in Eh: 0.022

Structure (ORCA input):
```
! RIJCOSX wB97M-V def2-TZVPD def2/J DEFGRID3
* xyz 0 1
C 5.27 1.11 5.02
C 4.81 -0.34 5.11
O 4.63 -0.94 3.84
C 3.53 -0.64 3.10
C 3.51 -1.22 1.82
C 2.46 -1.03 0.95
C 1.38 -0.25 1.36
N 0.27 0.05 0.62
C -0.55 0.80 1.26
N -1.76 1.18 0.80
C -2.40 2.38 1.31
C -1.89 3.61 0.56
C -2.11 3.44 -0.94
C -1.48 2.14 -1.44
C -1.75 1.93 -2.92
O -2.47 2.66 -3.57
N -1.09 0.88 -3.45
C -1.25 0.49 -4.83
C -1.90 -0.88 -4.98
C -1.04 -2.01 -4.40
N -1.13 -2.11 -2.95
C -2.36 -2.78 -2.54
C -2.42 -2.93 -1.02
O -1.30 -3.63 -0.53
C -0.12 -2.95 -0.89
C 0.01 -2.83 -2.40
C -2.03 0.97 -0.61
S -0.03 1.27 2.90
C 1.41 0.33 2.64
C 2.46 0.14 3.52
H 4.52 1.72 4.51
H 6.19 1.17 4.45
H 5.44 1.51 6.01
H 3.89 -0.42 5.71
H 5.58 -0.94 5.59
H 4.36 -1.82 1.53
H 2.46 -1.47 -0.03
H -2.20 2.46 2.38
H -3.48 2.27 1.16
H -2.41 4.50 0.92
H -0.82 3.73 0.77
H -1.68 4.28 -1.48
H -3.18 3.42 -1.16
H -0.39 2.17 -1.29
H -0.62 0.22 -2.86
H -1.87 1.26 -5.31
H -0.26 0.48 -5.32
H -2.88 -0.87 -4.51
H -2.04 -1.08 -6.05
H 0.00 -1.82 -4.66
H -1.33 -2.97 -4.87
H -3.22 -2.20 -2.88
H -2.42 -3.79 -3.00
H -3.30 -3.52 -0.74
H -2.48 -1.94 -0.55
H 0.70 -3.54 -0.48
H -0.11 -1.95 -0.44
H 0.92 -2.29 -2.65
H 0.07 -3.85 -2.84
H -1.57 0.03 -0.90
H -3.12 0.90 -0.74
H 2.43 0.60 4.49
*
```

***

*2*
Formula: C22H32N4O3S
Source: the OMol25 dataset
Level of theory: the ωB97M-V functional and the def2-TZVPD basis

Highest occupied orbital energy in eV: -8.310
SMILES string: Cc1ccc(S(=O)(=O)N2CCN(C(=O)[C@H](C)Cn3nc(C)c(C)c3C)CC2)cc1C
Kohn-Sham gap in eV: 9.0
E_LUMO in Eh: 0.025

Structure (ORCA input):
```
! RIJCOSX wB97M-V def2-TZVPD def2/J DEFGRID3
* xyz 0 1
C 4.78 2.16 -1.03
C 3.86 1.04 -0.68
C 4.30 0.00 0.13
C 3.47 -1.07 0.43
C 2.18 -1.08 -0.06
S 1.20 -2.53 0.28
O 0.89 -2.62 1.68
O 1.88 -3.65 -0.32
N -0.23 -2.23 -0.55
C -1.48 -2.58 0.09
C -2.62 -2.23 -0.89
N -2.19 -1.14 -1.74
C -2.24 0.18 -1.42
O -1.52 0.99 -1.97
C -3.33 0.64 -0.45
C -4.51 1.14 -1.29
C -2.77 1.75 0.45
N -1.80 1.19 1.35
N -2.15 0.16 2.14
C -1.06 -0.17 2.82
C -1.06 -1.28 3.80
C 0.02 0.65 2.45
C 1.41 0.55 2.99
C -0.49 1.52 1.51
C 0.14 2.64 0.77
C -1.17 -1.59 -2.67
C -0.19 -2.54 -1.96
C 1.71 -0.04 -0.84
C 2.55 1.01 -1.18
C 2.06 2.09 -2.11
H 4.92 2.23 -2.11
H 4.37 3.11 -0.69
H 5.75 2.03 -0.56
H 5.30 0.02 0.52
H 3.81 -1.90 1.03
H -1.55 -1.98 1.00
H -1.52 -3.64 0.36
H -2.84 -3.08 -1.54
H -3.53 -1.99 -0.34
H -3.66 -0.16 0.21
H -5.30 1.52 -0.64
H -4.91 0.34 -1.90
H -4.18 1.95 -1.94
H -3.59 2.19 1.03
H -2.30 2.52 -0.16
H -0.72 -0.92 4.77
H -2.06 -1.69 3.90
H -0.37 -2.06 3.46
H 1.45 0.91 4.02
H 2.10 1.13 2.39
H 1.72 -0.49 2.97
H 1.22 2.62 0.92
H -0.24 3.60 1.13
H -0.07 2.56 -0.30
H -1.66 -2.10 -3.51
H -0.66 -0.70 -3.05
H 0.83 -2.40 -2.31
H -0.46 -3.59 -2.14
H 0.69 -0.04 -1.19
H 2.17 3.07 -1.66
H 1.01 1.93 -2.35
H 2.64 2.08 -3.03
*
```

***

It is *1* that is the most stable of them.

***

*1*
Formula: C4H5Cl
Source: the OMol25 dataset
Level of theory: the ωB97M-V functional and the def2-TZVPD basis

Highest occupied orbital energy in eV: -8.105
SMILES string: ClC1=CC=C1.[H][H]
Kohn-Sham gap in eV: 8.4
E_LUMO in Eh: 0.010

Structure (ORCA input):
```
! RIJCOSX wB97M-V def2-TZVPD def2/J DEFGRID3
* xyz 0 1
Cl -1.46 -1.67 -1.17
C -0.81 -0.41 -0.21
C -1.13 1.15 -0.04
C -0.10 1.31 0.77
C 0.27 -0.24 0.56
H -2.04 1.77 -0.22
H 0.39 2.17 1.36
H 1.08 -0.79 1.03
H 1.90 -1.70 -1.42
H 1.89 -1.57 -0.67
*
```

***

*2*
Formula: C4H5Cl
Source: the OMol25 dataset
Level of theory: the ωB97M-V functional and the def2-TZVPD basis

Highest occupied orbital energy in eV: -10.044
SMILES string: Cl[C@@H]1C=CC1
Kohn-Sham gap in eV: 10.5
E_LUMO in Eh: 0.017

Structure (ORCA input):
```
! RIJCOSX wB97M-V def2-TZVPD def2/J DEFGRID3
* xyz 0 1
Cl -0.75 2.27 1.48
C 0.19 0.70 0.54
C 0.71 0.39 -0.89
C 0.19 -0.89 -0.92
C -0.62 -0.65 0.37
H 0.78 0.62 1.39
H 1.42 1.10 -1.38
H 0.35 -1.62 -1.63
H -0.73 -1.49 1.04
H -1.55 -0.43 0.02
*
```

***

It is *2* that is the most stable of them.

***

*1*
Formula: C3H2N2
Source: the OMol25 dataset
Level of theory: the ωB97M-V functional and the def2-TZVPD basis

Highest occupied orbital energy in eV: -12.081
SMILES string: N#CCC#N
Kohn-Sham gap in eV: 11.2
E_LUMO in Eh: -0.033

Structure (ORCA input):
```
! RIJCOSX wB97M-V def2-TZVPD def2/J DEFGRID3
* xyz 0 1
N 1.94 -0.72 0.36
C 1.24 -0.40 -0.52
C 0.02 0.43 -0.01
C -1.18 -0.40 -0.02
N -2.14 -1.04 -0.06
H 0.11 0.93 1.00
H 0.00 1.20 -0.74
*
```

***

*2*
Formula: C3H2N2
Source: the OMol25 dataset
Level of theory: the ωB97M-V functional and the def2-TZVPD basis

Highest occupied orbital energy in eV: -8.692
Kohn-Sham gap in eV: 8.2
E_LUMO in Eh: -0.018

Structure (ORCA input):
```
! RIJCOSX wB97M-V def2-TZVPD def2/J DEFGRID3
* xyz 0 1
C -0.48 1.03 -0.16
C 0.25 -1.18 -0.25
C -1.73 0.39 -0.04
N -2.35 -0.58 0.02
N 0.33 0.01 -0.13
H -0.21 2.05 -0.30
H 0.52 -2.02 0.34
*
```

***

It is *1* that is the most stable of them.

***

*1*
Formula: CH2Cl2N2
Source: the OMol25 dataset
Level of theory: the ωB97M-V functional and the def2-TZVPD basis

Highest occupied orbital energy in eV: -9.710
SMILES string: N/C(Cl)=N/Cl
Kohn-Sham gap in eV: 10.2
E_LUMO in Eh: 0.019

Structure (ORCA input):
```
! RIJCOSX wB97M-V def2-TZVPD def2/J DEFGRID3
* xyz 0 1
N 1.18 -0.09 0.05
C -0.19 -0.01 -0.01
Cl -0.79 -1.72 -0.03
N -0.95 0.98 -0.17
Cl -2.67 0.84 0.01
H 1.66 0.90 0.23
H 1.77 -0.90 -0.09
*
```

***

*2*
Formula: CH2Cl2N2
Source: the OMol25 dataset
Level of theory: the ωB97M-V functional and the def2-TZVPD basis

Highest occupied orbital energy (alpha / beta) in eV: -8.057 / -8.056
SMILES string: N/C(Cl)=N/Cl
Kohn-Sham gap (alpha / beta) in eV: 8.1 / 8.1
E_LUMO (alpha / beta) in Eh: 0.001 / 0.001

Structure (ORCA input):
```
! RIJCOSX wB97M-V def2-TZVPD def2/J DEFGRID3
* xyz 0 1
N 0.53 0.47 1.01
C 0.30 -0.18 -0.11
Cl 1.31 -0.88 -1.24
N -1.37 -0.26 -0.37
Cl -1.73 -1.05 -1.82
H -0.24 0.67 1.62
H 1.19 1.23 0.91
*
```

***

It is *1* that is the most stable of them.

***

*1*
Formula: CH2Cl2N2
Source: the OMol25 dataset
Level of theory: the ωB97M-V functional and the def2-TZVPD basis

Highest occupied orbital energy in eV: -9.957
SMILES string: Cl/N=C/NCl
Kohn-Sham gap in eV: 9.1
E_LUMO in Eh: -0.032

Structure (ORCA input):
```
! RIJCOSX wB97M-V def2-TZVPD def2/J DEFGRID3
* xyz 0 1
Cl 2.68 1.01 0.06
N 0.94 1.11 0.18
C 0.29 0.01 0.02
N -1.17 -0.49 -0.30
Cl -2.46 0.79 0.12
H 0.90 -0.80 -0.07
H -1.17 -1.64 -0.02
*
```

***

*2*
Formula: CH2Cl2N2
Source: the OMol25 dataset
Level of theory: the ωB97M-V functional and the def2-TZVPD basis

Highest occupied orbital energy (alpha / beta) in eV: -9.573 / -9.586
Kohn-Sham gap (alpha / beta) in eV: 7.5 / 7.5
E_LUMO (alpha / beta) in Eh: -0.077 / -0.075

Structure (ORCA input):
```
! RIJCOSX wB97M-V def2-TZVPD def2/J DEFGRID3
* xyz 0 1
C -0.42 0.21 -0.01
N -0.05 1.41 0.10
N 0.48 -0.85 -0.02
Cl -2.12 -0.41 0.14
Cl 2.04 -0.20 0.18
H 0.64 -2.31 -0.90
H -0.57 2.15 0.52
*
```

***

It is *1* that is the most stable of them.

***

*1*
Formula: C6H22KNO8
Source: the OMol25 dataset
Level of theory: the ωB97M-V functional and the def2-TZVPD basis

Highest occupied orbital energy in eV: -7.488
Kohn-Sham gap in eV: 7.0
E_LUMO in Eh: -0.018

Structure (ORCA input):
```
! RIJCOSX wB97M-V def2-TZVPD def2/J DEFGRID3
* xyz 0 1
K 0.94 0.75 0.60
N 3.81 3.31 0.63
O 4.97 3.49 0.39
O 3.04 4.25 0.77
O 3.43 2.17 0.99
O -0.04 3.55 0.77
H -0.08 4.32 0.21
H 0.73 3.69 1.32
O 0.17 1.83 3.27
H 0.95 2.22 3.66
H 0.24 0.89 3.46
O 0.97 1.69 -1.89
H 1.74 1.64 -2.46
H 0.32 2.16 -2.42
C 0.44 -2.06 -1.91
C 0.98 -2.41 -0.53
C 1.37 -3.88 -0.53
O 2.19 -1.67 -0.35
H -0.62 -2.31 -1.94
H 0.83 -2.72 -2.69
H 0.35 -1.01 -2.16
H 0.32 -1.94 0.20
H 0.54 -4.49 -0.87
H 1.65 -4.25 0.46
H 2.26 -4.10 -1.12
H 2.55 -1.97 0.49
C -2.36 0.68 -0.76
C -2.78 -0.01 0.50
C -3.58 -1.30 0.18
O -1.74 -0.40 1.31
H -3.24 1.04 -1.28
H -1.90 -0.11 -1.35
H -1.64 1.48 -0.55
H -3.32 0.78 1.03
H -4.44 -1.11 -0.47
H -4.07 -1.71 1.07
H -3.01 -2.11 -0.27
H -1.95 -0.41 2.25
*
```

***

*2*
Formula: C6H22KNO8
Source: the OMol25 dataset
Level of theory: the ωB97M-V functional and the def2-TZVPD basis

Highest occupied orbital energy in eV: -5.944
Kohn-Sham gap in eV: 4.6
E_LUMO in Eh: -0.049

Structure (ORCA input):
```
! RIJCOSX wB97M-V def2-TZVPD def2/J DEFGRID3
* xyz 0 1
K 0.64 1.43 -0.02
N 6.04 0.49 -0.41
O 6.02 -0.22 -1.38
O 4.97 0.55 0.21
O 7.07 1.01 -0.11
O 2.31 2.57 -3.53
H 2.59 3.46 -3.31
H 1.53 2.69 -4.07
O 2.50 5.01 2.37
H 2.78 5.90 2.59
H 2.40 5.02 1.42
O -0.75 5.00 -0.80
H -1.32 5.43 -1.44
H 0.11 5.38 -0.95
C 1.12 -3.65 -1.77
C 0.31 -3.31 -3.04
C -0.77 -4.34 -3.34
O -0.27 -2.01 -2.80
H 1.66 -4.60 -1.87
H 0.46 -3.74 -0.91
H 1.93 -2.96 -1.55
H 0.97 -3.31 -3.90
H -0.29 -5.18 -3.84
H -1.52 -3.99 -4.06
H -1.34 -4.66 -2.47
H -0.95 -1.84 -3.46
C -3.26 0.15 4.79
C -3.03 -0.40 3.39
C -3.81 0.34 2.35
O -1.63 -0.26 3.12
H -4.27 -0.11 5.12
H -3.05 1.21 4.88
H -2.62 -0.47 5.42
H -3.34 -1.44 3.35
H -3.71 1.42 2.32
H -4.86 0.34 2.65
H -3.62 -0.13 1.38
H -1.01 -0.78 3.63
*
```

***

It is *1* that is the most stable of them.

***

*1*
Formula: H17O9
Source: the OMol25 dataset
Level of theory: the ωB97M-V functional and the def2-TZVPD basis

Highest occupied orbital energy in eV: -5.981
Kohn-Sham gap in eV: 8.4
E_LUMO in Eh: 0.087

Structure (ORCA input):
```
! RIJCOSX wB97M-V def2-TZVPD def2/J DEFGRID3
* xyz -1 1
O -1.04 -0.25 -0.01
H -0.56 0.44 -1.50
H -0.47 -0.86 0.49
O 2.10 -2.31 -0.43
H 1.21 -2.67 -0.15
O 0.96 1.44 3.36
H 0.12 1.75 3.74
H 0.81 1.48 2.41
O -2.95 1.29 2.62
H -2.29 1.76 1.98
H -3.28 0.43 2.19
O -1.09 2.22 0.84
H -0.26 2.61 0.49
H -1.02 1.10 0.33
O 1.38 1.13 -0.02
H 0.79 0.29 0.03
H 2.06 0.70 -0.60
O -0.27 0.51 -2.42
H -0.76 -0.28 -2.78
H 2.85 -2.84 -0.10
O -1.67 -2.23 -1.63
H -1.89 -1.33 -1.41
H -1.01 -2.67 -1.12
O 2.40 -0.35 -2.05
H 2.28 -1.24 -1.80
H 1.60 -0.15 -2.47
*
```

***

*2*
Formula: H17O9
Source: the OMol25 dataset
Level of theory: the ωB97M-V functional and the def2-TZVPD basis

Highest occupied orbital energy in eV: -6.218
Kohn-Sham gap in eV: 9.3
E_LUMO in Eh: 0.114

Structure (ORCA input):
```
! RIJCOSX wB97M-V def2-TZVPD def2/J DEFGRID3
* xyz -1 1
O -3.02 -0.35 -2.81
H 2.24 -1.40 2.70
H 1.20 -1.30 -1.25
O -0.75 1.82 0.47
H 0.23 1.60 -0.28
O 2.17 1.31 1.68
H 1.24 1.33 1.99
H 2.86 0.88 2.18
O 0.90 0.83 -0.98
H -0.30 -0.31 2.41
H -1.87 -2.96 0.13
O 1.39 -2.07 -1.83
H -2.85 -1.22 -2.44
H 1.62 1.45 -0.86
O -0.93 0.50 2.46
H -2.57 -2.12 1.06
H -1.05 0.94 1.49
O 1.93 -0.86 3.42
H 1.28 -0.18 3.34
H -0.60 2.74 0.71
O 0.19 1.24 -3.33
H 0.76 1.18 -2.52
H -0.69 1.51 -3.11
O -2.52 -3.07 0.83
H 1.24 -1.52 -2.62
H -2.11 0.04 -2.84
*
```

***

It is *1* that is the most stable of them.

***

*1*
Formula: C5H18N2O4
Source: the OMol25 dataset
Level of theory: the ωB97M-V functional and the def2-TZVPD basis

Highest occupied orbital energy in eV: -9.062
SMILES string: CCN(C=O)CCN.O.O.O
Kohn-Sham gap in eV: 9.7
E_LUMO in Eh: 0.022

Structure (ORCA input):
```
! RIJCOSX wB97M-V def2-TZVPD def2/J DEFGRID3
* xyz 0 1
C 2.49 0.48 -1.25
C 1.72 0.42 0.07
N 0.62 -0.51 0.08
C 0.90 -1.80 -0.13
O 0.04 -2.66 -0.28
C -0.74 -0.03 -0.02
C -1.17 0.33 -1.45
N -2.42 1.12 -1.32
H 2.87 -0.50 -1.57
H 3.45 1.00 -1.12
H 1.86 0.96 -1.97
H 2.38 0.21 0.90
H 1.31 1.42 0.24
H 1.97 -2.05 -0.15
H -1.40 -0.82 0.31
H -0.89 0.82 0.64
H -0.33 0.89 -1.86
H -1.23 -0.58 -2.04
H -2.99 0.54 -0.74
H -2.83 1.23 -2.23
O -1.69 -2.29 2.55
H -2.10 -3.07 2.93
H -1.88 -2.31 1.60
O 0.77 -0.94 2.85
H -0.07 -1.26 2.50
H 0.67 -0.56 3.72
O -0.11 3.31 -1.01
H -0.18 3.64 -0.10
H -1.02 3.00 -1.13
*
```

***

*2*
Formula: C5H18N2O4
Source: the OMol25 dataset
Level of theory: the ωB97M-V functional and the def2-TZVPD basis

Highest occupied orbital energy in eV: -9.456
SMILES string: CC[C@@H](N)CNC=O.O.O.O
Kohn-Sham gap in eV: 9.8
E_LUMO in Eh: 0.013

Structure (ORCA input):
```
! RIJCOSX wB97M-V def2-TZVPD def2/J DEFGRID3
* xyz 0 1
C 0.62 1.22 1.87
C 1.23 0.72 0.59
C 0.25 0.34 -0.51
N -0.92 1.12 -0.96
C 1.09 0.11 -1.81
N 1.50 -1.28 -1.92
C 1.98 -1.79 -3.10
O 1.80 -1.20 -4.15
H 0.59 0.46 2.67
H -0.44 1.50 1.83
H 1.02 2.05 2.48
H 1.92 1.49 0.21
H 1.81 -0.20 0.70
H -0.30 -0.58 -0.20
H -0.70 2.11 -1.13
H -1.54 1.21 -0.15
H 1.98 0.74 -1.79
H 0.55 0.50 -2.68
H 1.14 -1.83 -1.16
H 2.42 -2.79 -3.04
O -3.47 2.49 0.48
H -2.97 2.51 -0.33
H -3.63 3.39 0.77
O -2.90 0.25 2.16
H -3.04 0.43 3.10
H -3.19 1.11 1.82
O 1.20 -4.60 1.74
H 1.68 -5.09 1.08
H 0.32 -4.40 1.42
*
```

***

It is *1* that is the most stable of them.